Entry 1:
ORCA calculation (ωB97M-V/def2-TZVPD) on a molecular structure, C19H23F3N2ORhS3Si in a non-equilibrium geometry.

Calculated values
Orbital gap (spin up / spin down) (eV): 7.95 / 6.26
⟨S²⟩: 6.039
E_HOMO (spin up / spin down) (eV): -10.4 / -12.1
Multiplicity: 5
Charge: +1

CARTESIAN COORDINATES (ANGSTROEM)
Rh (6.76384, -11.89222, 6.56692)
C (11.04708, -12.37606, 11.04901)
Si (10.67209, -14.03228, 10.21355)
C (10.94636, -15.58388, 11.22155)
C (11.70753, -14.04882, 8.72038)
C (8.79863, -14.03168, 9.76848)
C (7.86064, -14.91958, 10.29844)
C (6.48175, -14.76841, 10.13221)
C (6.03786, -13.81908, 9.23919)
N (6.87377, -13.09767, 8.57606)
C (8.19182, -13.06917, 8.87102)
S (8.98087, -11.86792, 8.00051)
H (11.88556, -12.45354, 11.73837)
H (10.21406, -11.86660, 11.54732)
H (11.40985, -11.63001, 10.29064)
H (12.01303, -15.57339, 11.46237)
H (10.63921, -16.49532, 10.68883)
H (10.56625, -15.61191, 12.26947)
H (12.72368, -14.35657, 8.96982)
H (11.71320, -13.09899, 8.25449)
H (11.37669, -14.81918, 8.10047)
H (8.23627, -15.74769, 10.88113)
H (5.84710, -15.35514, 10.72296)
H (4.99889, -13.64716, 8.98114)
C (8.37068, -9.97435, 2.47643)
S (7.53812, -11.30546, 3.24799)
O (6.88357, -10.71573, 4.54218)
C (8.89032, -12.16486, 3.87966)
C (9.93653, -11.54165, 4.57891)
C (10.85204, -12.33808, 5.21168)
C (10.81237, -13.71898, 5.11752)
C (9.78573, -14.28890, 4.41622)
C (8.84285, -13.55456, 3.80310)
H (9.02868, -9.43631, 3.17193)
H (7.53882, -9.35756, 2.15276)
H (8.82212, -10.30743, 1.53616)
H (9.93338, -10.47985, 4.79195)
H (11.58670, -11.78336, 5.81673)
H (11.46510, -14.23856, 5.78288)
H (9.71172, -15.37835, 4.30963)
H (8.00977, -14.04247, 3.29083)
F (4.44482, -13.42592, 5.89743)
C (5.77979, -13.70826, 5.85782)
F (6.01534, -14.90656, 6.48466)
F (6.17466, -13.87929, 4.55067)
S (4.97332, -7.65911, 7.60358)
C (5.38549, -8.45441, 9.12046)
C (5.89274, -9.69419, 8.81794)
N (5.92355, -10.01683, 7.49445)
C (5.51921, -9.00939, 6.73118)
H (5.23577, -8.14027, 10.11418)
H (6.26328, -10.35586, 9.65906)
H (5.60397, -8.92446, 5.65464)

Cartesian forces (eV/Å) of the 2 atoms listed first:
0.273 0.303 -0.325
0.142 0.768 -0.602

=====

Entry 2:
ORCA calculation (ωB97M-V/def2-TZVPD) on a molecular structure, Cd3N10O30 in a non-equilibrium geometry.

Calculated values
Orbital gap (eV): 4.30
E_HOMO (eV): 0.8
Charge: -4

CARTESIAN COORDINATES (ANGSTROEM)
Cd (-1.87350, 1.82194, 1.54158)
Cd (-1.23624, -1.95027, -1.93433)
Cd (3.80643, 0.22672, -0.60529)
N (1.00595, -2.28792, -4.35742)
O (0.44255, -1.85328, -3.33424)
O (2.17505, -1.99811, -4.63814)
O (0.35114, -2.91079, -5.24592)
N (3.11663, -2.48457, 1.07327)
O (3.45330, -3.67927, 1.14035)
O (2.01467, -2.03632, 1.35237)
O (3.96490, -1.62283, 0.64468)
N (-0.13847, 0.22387, 4.12507)
O (0.36806, 0.76004, 5.14429)
O (-0.02938, -1.00843, 4.00433)
O (-0.64458, 0.87541, 3.18752)
N (0.36877, 0.31287, -0.28673)
O (1.58549, 0.52634, -0.33710)
O (-0.40419, 1.20074, 0.17578)
O (-0.13599, -0.75029, -0.64263)
N (0.54103, 3.79785, 2.37937)
O (0.79497, 3.56009, 3.55643)
O (-0.66501, 3.58546, 2.00797)
O (1.37323, 4.27767, 1.59267)
N (-0.06414, -4.49663, -0.21354)
O (-0.20228, -4.30558, 0.99481)
O (0.45352, -5.53241, -0.68702)
O (-0.55487, -3.64404, -0.99864)
N (-3.87079, 3.08588, -0.74861)
O (-5.01052, 2.72588, -0.33303)
O (-3.91073, 3.77556, -1.79556)
O (-2.87798, 2.87524, -0.03838)
N (-3.45441, -0.67632, -0.00798)
O (-4.29273, -0.11135, -0.74803)
O (-2.88332, -0.17477, 1.00135)
O (-2.82491, -1.60633, -0.59149)
N (-1.91463, 0.87920, -3.91730)
O (-1.20163, 1.91924, -3.85801)
O (-2.60718, 0.77993, -4.95740)
O (-1.77398, -0.01853, -3.07756)
N (4.19348, 1.46931, 2.38442)
O (5.31542, 1.97376, 2.59244)
O (3.90754, 1.02654, 1.21823)
O (3.33937, 1.46852, 3.23741)

Cartesian forces (eV/Å) of the 2 atoms listed first:
-0.096 -0.303 0.930
-0.658 0.515 -1.722

=====

Entry 3:
ORCA calculation (ωB97M-V/def2-TZVPD) on C2H5NO2 in the gas phase in a non-equilibrium geometry.

Calculated values
Energy above the lowest of the compared OMol25 structures with the same formula, charge and spin (kJ/mol): 614.5
Orbital gap (eV): 6.38
E_HOMO (eV): -9.8
Charge: 0

CARTESIAN COORDINATES (ANGSTROEM)
O (-1.69116, 0.05323, -0.72347)
C (-0.59884, 0.29180, -0.04864)
O (-0.38937, -0.21113, 1.28346)
C (0.67707, -0.16924, -0.73683)
N (1.73983, -0.04513, 0.18774)
H (-0.43930, 1.36930, 0.09957)
H (0.57096, -1.23878, -0.90146)
H (0.77206, 0.30848, -1.73085)
H (2.43648, 0.69724, 0.04933)
H (0.65576, -0.29249, 1.40212)

Cartesian forces (eV/Å) of the 2 atoms listed first:
3.154 -0.044 2.099
-5.919 0.771 2.593

=====

Entry 4:
ORCA calculation (ωB97M-V/def2-TZVPD) on C24H35N5O2 in the gas phase.

Calculated values
Energy above the lowest of the compared OMol25 structures with the same formula, charge and spin (kJ/mol): 96.1
Orbital gap (eV): 9.05
E_HOMO (eV): -8.4
Structure (SMILES): CCCN(CCC)CCCNC(=O)C[C@H](C(=O)N1CCc2ccccc21)n1ccnc1
Charge: 0

CARTESIAN COORDINATES (ANGSTROEM)
C (-2.69121, -1.87183, 0.95258)
C (-2.47360, -1.48349, -0.50283)
H (-1.77908, -0.64390, -0.54843)
C (-3.79139, -1.09971, -1.17735)
N (-4.31837, 0.14568, -0.63907)
C (-5.76903, 0.17031, -0.55743)
C (-6.26605, -0.51572, 0.71568)
C (-7.78301, -0.44569, 0.83332)
H (-8.25518, -0.93496, -0.01624)
H (-8.11852, -0.93862, 1.74250)
H (-8.11870, 0.58904, 0.86018)
H (-5.94818, -1.55893, 0.71917)
H (-5.80338, -0.02719, 1.57464)
H (-6.10027, 1.21128, -0.53760)
H (-6.23334, -0.30326, -1.43970)
C (-3.76153, 1.31921, -1.28494)
C (-3.64609, 2.49320, -0.30761)
H (-4.60144, 2.64969, 0.19284)
H (-3.40537, 3.40300, -0.86397)
C (-2.58165, 2.24808, 0.75507)
N (-1.25942, 2.22393, 0.16570)
C (-0.24658, 1.48183, 0.65006)
O (-0.34507, 0.76093, 1.62143)
C (1.04965, 1.64108, -0.13967)
H (1.47889, 2.62436, 0.06642)
H (0.85085, 1.58055, -1.21120)
C (2.06465, 0.56694, 0.26355)
N (1.73744, -0.69529, -0.34727)
C (1.98978, -1.06770, -1.62680)
N (1.54595, -2.26559, -1.88441)
C (0.96813, -2.69825, -0.73198)
C (1.07611, -1.74090, 0.23338)
H (0.73802, -1.69414, 1.24699)
H (0.51849, -3.66874, -0.67268)
H (2.50890, -0.43909, -2.32346)
H (2.00031, 0.44273, 1.35258)
C (3.48720, 1.00622, -0.12904)
O (3.67555, 2.04724, -0.72817)
N (4.48329, 0.17199, 0.24665)
C (5.84699, 0.38627, -0.01551)
C (6.43762, 1.35987, -0.80060)
C (7.82140, 1.35798, -0.90779)
C (8.59296, 0.41505, -0.25111)
C (7.99253, -0.55761, 0.53787)
C (6.61985, -0.56611, 0.64810)
C (5.73705, -1.48346, 1.43904)
H (5.93452, -2.53231, 1.21851)
H (5.89091, -1.33131, 2.50988)
C (4.32254, -1.06779, 1.00547)
H (3.87827, -1.83606, 0.36560)
H (3.66576, -0.90903, 1.86322)
H (8.58793, -1.29507, 1.05500)
H (9.66761, 0.43425, -0.35077)
H (8.30022, 2.10904, -1.51771)
H (5.84120, 2.09742, -1.30917)
H (-1.08613, 2.86088, -0.59634)
H (-2.74139, 1.27918, 1.23148)
H (-2.63219, 3.03062, 1.52299)
H (-2.76198, 1.07088, -1.64750)
H (-4.36401, 1.62841, -2.15738)
H (-4.51689, -1.89338, -0.99021)
H (-3.64889, -1.03393, -2.26940)
H (-2.02138, -2.31394, -1.04831)
H (-1.73917, -2.02160, 1.45299)
H (-3.27013, -2.79053, 1.02257)
H (-3.23192, -1.08201, 1.46613)

Cartesian forces (eV/Å) of the 2 atoms listed first:
0.135 0.062 -0.211
-0.321 -0.122 0.023

=====

Entry 5:
ORCA calculation (ωB97M-V/def2-TZVPD) on a molecular structure, C26H74O12Zr in a non-equilibrium geometry.

Calculated values
Energy above the lowest of the compared OMol25 structures with the same formula, charge and spin (kJ/mol): 1068.5
Orbital gap (eV): 4.27
E_HOMO (eV): -13.4
Charge: +2

CARTESIAN COORDINATES (ANGSTROEM)
Zr (0.84381, -2.68406, 2.52929)
C (5.20103, -2.78532, 3.31166)
C (4.41301, -2.39396, 2.03119)
C (4.73924, -3.38091, 0.86025)
O (3.03708, -2.32740, 2.26205)
H (6.26516, -2.81109, 3.07700)
H (4.94192, -3.82111, 3.53101)
H (5.08922, -2.13311, 4.17781)
H (4.72478, -1.43837, 1.60958)
H (5.80480, -3.47530, 0.65108)
H (4.12947, -3.14835, -0.01280)
H (4.49034, -4.42004, 1.07551)
C (1.75812, -0.09336, -0.44525)
C (0.29677, -0.18422, 0.07214)
C (-0.70456, -0.52301, -0.96921)
O (0.22647, -1.12035, 1.08871)
H (1.83477, 0.25373, -1.47566)
H (2.26845, -1.05503, -0.39191)
H (2.35791, 0.52189, 0.22542)
H (-0.01202, 0.81016, 0.39457)
H (-0.47294, -1.49552, -1.40357)
H (-0.65333, 0.29557, -1.68714)
H (-1.71732, -0.45328, -0.57228)
C (-5.75605, 1.05543, 1.25165)
C (-4.28427, 0.98950, 1.72258)
O (-4.32378, 1.04854, 3.11408)
H (-5.91873, 0.82179, 0.19949)
H (-6.15898, 2.05680, 1.40324)
H (-6.29024, 0.27525, 1.79393)
H (-3.67791, 1.81853, 1.35773)
H (-3.79320, 0.05518, 1.45054)
H (-4.24500, 1.94558, 3.44680)
C (-0.90829, 3.38521, -2.81254)
C (0.36641, 2.69862, -3.42899)
O (0.21248, 2.70796, -4.80780)
H (-1.10470, 4.40387, -3.14698)
H (-0.70627, 3.40363, -1.74158)
H (-1.79366, 2.79617, -3.05183)
H (0.38665, 1.69015, -3.01586)
H (1.23468, 3.33426, -3.25538)
H (1.07976, 2.61812, -5.20948)
C (-0.36730, -1.06933, -5.29466)
C (-1.58821, -0.88677, -6.11537)
O (-2.48221, -1.94853, -5.76964)
H (0.12015, -1.91605, -5.77796)
H (-0.69823, -1.25147, -4.27221)
H (0.22001, -0.15224, -5.24870)
H (-1.29306, -1.06334, -7.14970)
H (-1.99826, 0.10544, -5.92703)
H (-2.22704, -2.63506, -6.39025)
C (5.23961, 1.15750, -0.83252)
C (4.50277, 2.12148, -1.71566)
O (5.00816, 2.12953, -3.01589)
H (5.14539, 0.15005, -1.23785)
H (4.85406, 1.14145, 0.18688)
H (6.30745, 1.34824, -0.72566)
H (4.58664, 3.12398, -1.29606)
H (3.41726, 2.12636, -1.81438)
H (5.18548, 3.03704, -3.27392)
C (-4.82525, 1.01459, -2.75953)
C (-3.52990, 0.42761, -3.22843)
O (-3.90131, -0.87885, -3.56875)
H (-5.59529, 0.92117, -3.52531)
H (-4.70702, 2.05390, -2.45299)
H (-5.23394, 0.49809, -1.89104)
H (-2.69344, 0.48426, -2.53185)
H (-3.10181, 0.89491, -4.11526)
H (-3.32841, -1.26149, -4.23731)
C (3.32534, 3.63173, 3.93812)
C (3.40577, 3.62905, 2.39528)
O (4.67625, 3.37560, 1.96077)
H (2.33052, 3.74402, 4.36920)
H (3.96339, 4.40777, 4.36091)
H (3.69810, 2.72050, 4.40588)
H (2.99436, 4.54239, 1.96555)
H (2.75738, 2.81474, 2.07187)
H (5.07048, 2.64372, 2.44090)
C (2.55847, -0.65600, 5.32761)
C (1.55743, -0.04786, 4.31507)
O (0.63871, -1.04398, 4.03000)
H (2.06440, -0.77374, 6.29205)
H (3.38348, 0.00176, 5.60115)
H (2.97587, -1.64155, 5.12125)
H (1.94751, 0.18608, 3.32452)
H (1.13845, 0.89131, 4.67637)
H (-0.12953, -0.80958, 4.55580)
C (-2.11655, -4.00789, -2.76733)
C (-2.92972, -5.20127, -2.38762)
O (-2.84266, -6.26666, -3.26924)
H (-1.05796, -4.26596, -2.73802)
H (-2.32479, -3.16668, -2.10619)
H (-2.28696, -3.75284, -3.81328)
H (-3.98230, -4.91827, -2.37812)
H (-2.78111, -5.62146, -1.39291)
H (-2.99621, -5.93741, -4.15784)
C (-2.84822, -3.21272, 1.06848)
C (-2.54094, -2.41083, 2.32880)
O (-1.39411, -2.99300, 2.87533)
H (-1.94779, -3.28204, 0.45814)
H (-3.75853, -2.74441, 0.69416)
H (-3.07718, -4.23898, 1.35564)
H (-3.29941, -2.39376, 3.11144)
H (-2.36178, -1.34967, 2.15577)
H (-1.83393, -3.60702, 3.46789)
C (-0.91550, 2.68072, 2.72543)
C (-1.46418, 4.14995, 2.63042)
O (-2.30872, 4.50553, 3.69068)
H (-0.13065, 2.64123, 1.97008)
H (-1.55919, 1.90178, 2.31677)
H (-0.52143, 2.44784, 3.71466)
H (-2.04216, 4.33243, 1.72447)
H (-0.58837, 4.78348, 2.77078)
H (-2.64348, 5.39730, 3.57126)

Cartesian forces (eV/Å) of the 2 atoms listed first:
2.987 7.578 -4.241
-0.123 -0.104 -0.945

=====

Entry 6:
ORCA calculation (ωB97M-V/def2-TZVPD) on 2 unconnected molecules or ions with the total composition C2H6OS in a non-equilibrium geometry.

Calculated values
Energy above the lowest of the compared OMol25 structures with the same formula, charge and spin (kJ/mol): 164.5
Orbital gap (eV): 8.25
E_HOMO (eV): -8.2
Charge: 0

CARTESIAN COORDINATES (ANGSTROEM)
C (-0.60409, -0.42456, -0.75327)
C (-0.07519, 0.42605, 0.37460)
O (-0.12958, 1.73591, 0.30578)
S (2.35498, -0.14093, -0.14557)
H (-0.31357, -1.43369, -0.64717)
H (-0.27336, -0.31286, -1.72230)
H (-1.77583, -0.36172, -0.65152)
H (0.29249, -0.06196, 1.34161)
H (-0.27513, 2.02671, -0.60173)
H (2.76727, 0.91904, 0.52177)

Cartesian forces (eV/Å) of the 2 atoms listed first:
-3.348 0.252 2.947
3.870 -1.892 -0.808

=====

Entry 7:
ORCA calculation (ωB97M-V/def2-TZVPD) on a molecular structure, C3H4Na2O4 in a non-equilibrium geometry.

Calculated values
Energy above the lowest of the compared OMol25 structures with the same formula, charge and spin (kJ/mol): 34.1
Orbital gap (eV): 9.77
E_HOMO (eV): -17.0
Charge: +2

CARTESIAN COORDINATES (ANGSTROEM)
O (1.40588, -0.14129, 0.64497)
C (0.35033, -0.59368, 1.48312)
C (1.47954, 1.11282, 0.27196)
O (0.74067, -1.47953, 2.25009)
O (-0.61902, 0.15277, 1.61217)
C (2.19127, 2.16888, 0.76284)
Na (0.25213, -3.91940, 2.84908)
H (2.57216, 2.90704, 0.05800)
H (2.93763, 1.91368, 1.51678)
Na (-1.53736, 0.98591, 3.42723)
O (0.35479, 1.65916, -0.38372)
H (-0.22666, 0.97646, -0.79251)
H (0.67883, 2.76759, -0.14895)

Cartesian forces (eV/Å) of the 2 atoms listed first:
0.635 0.421 -1.626
0.989 0.230 3.717

=====

Entry 8:
ORCA calculation (ωB97M-V/def2-TZVPD) on a gas-phase ion, C8H7O3 (charge -1) in a non-equilibrium geometry.

Calculated values
Energy above the lowest of the compared OMol25 structures with the same formula, charge and spin (kJ/mol): 99.9
Orbital gap (eV): 7.46
E_HOMO (eV): -3.6
Structure (SMILES): C[C@]12C=C[C@H](O1)C([O-])=CC2=O
Charge: -1

CARTESIAN COORDINATES (ANGSTROEM)
C (-1.11851, 0.70814, 1.37678)
C (1.66227, 0.67197, 0.23581)
C (0.83788, 0.63259, -0.78888)
C (-1.45862, 0.32718, 0.09395)
C (0.12390, 0.34465, 2.00777)
C (1.21245, -0.37719, 1.07941)
C (-0.08955, -0.45195, -0.66569)
C (-0.57223, -1.07583, -1.91926)
O (-2.38278, 0.51471, -0.69308)
O (0.42576, 0.57953, 3.16105)
O (0.55392, -1.33989, 0.28219)
H (-1.91683, 1.23478, 1.93254)
H (2.39460, 1.51084, 0.50471)
H (0.59186, 1.30956, -1.62904)
H (1.92206, -0.90455, 1.71943)
H (0.00937, -0.98603, -2.84324)
H (-1.42239, -0.51639, -2.16438)
H (-0.77315, -2.18211, -1.69010)

Cartesian forces (eV/Å) of the 2 atoms listed first:
-1.122 0.099 0.801
2.517 3.241 -1.544

=====

Repeat the seventh record exactly.
ORCA calculation (ωB97M-V/def2-TZVPD) on a molecular structure, C3H4Na2O4 in a non-equilibrium geometry.

Calculated values
Energy above the lowest of the compared OMol25 structures with the same formula, charge and spin (kJ/mol): 34.1
Orbital gap (eV): 9.77
E_HOMO (eV): -17.0
Charge: +2

CARTESIAN COORDINATES (ANGSTROEM)
O (1.40588, -0.14129, 0.64497)
C (0.35033, -0.59368, 1.48312)
C (1.47954, 1.11282, 0.27196)
O (0.74067, -1.47953, 2.25009)
O (-0.61902, 0.15277, 1.61217)
C (2.19127, 2.16888, 0.76284)
Na (0.25213, -3.91940, 2.84908)
H (2.57216, 2.90704, 0.05800)
H (2.93763, 1.91368, 1.51678)
Na (-1.53736, 0.98591, 3.42723)
O (0.35479, 1.65916, -0.38372)
H (-0.22666, 0.97646, -0.79251)
H (0.67883, 2.76759, -0.14895)

Cartesian forces (eV/Å) of the 2 atoms listed first:
0.635 0.421 -1.626
0.989 0.230 3.717

=====

Q: What is the charge in the second record?
A: -4